Record 1
Formula: C5H12N2
Source: OMol25
Level of theory: the ωB97M-V functional and the def2-TZVPD basis

```
! wB97M-V def2-TZVPD RIJCOSX def2/J DEFGRID3
* xyz 0 1
C 1.90348 1.89058 -0.27256
C 1.92291 0.34908 -0.35972
C 0.72256 -0.13784 0.54893
C -0.66452 0.42231 0.02388
N -1.94173 -0.01163 0.76246
C -2.47389 -1.17576 0.60816
N -2.12271 -2.21352 -0.27686
H 1.23803 2.27870 -0.96190
H 2.91388 2.37125 -0.40857
H 1.54615 2.13502 0.79213
H 2.84126 -0.07618 -0.07617
H 1.77238 -0.01291 -1.35548
H 0.60938 -1.20059 0.72531
H 0.91965 0.19189 1.59394
H -0.73661 1.45592 0.17140
H -0.75555 0.13196 -1.09460
H -3.46381 -1.30045 0.91240
H -1.32976 -2.30012 -0.84791
H -2.90110 -2.79772 -0.48486
*
```

Calculated values
ΔE to the lowest compared entry with this formula, charge and spin: 148.3 kJ/mol
E: -307.1729 Ha
F_max: 4.19 eV/A
HOMO energy: -0.3309 hartree
HOMO-LUMO gap: 9.99 eV

Atomic partial charges in e from the Mulliken method, atoms 1 to 5:
1 C -1.02
2 C -0.50
3 C -0.64
4 C -0.55
5 N -0.57

---

Record 2
Formula: C5H12N2
Source: OMol25
Level of theory: the ωB97M-V functional and the def2-TZVPD basis

```
! wB97M-V def2-TZVPD RIJCOSX def2/J DEFGRID3
* xyz 0 1
C -1.40443 -1.53037 -0.63184
C -0.54022 -0.57067 -0.34051
C 0.80605 -0.85539 0.27125
C 1.34673 0.24330 1.17194
N 0.33704 0.61162 2.22786
N -0.76551 0.79138 -0.74161
C -0.06694 1.10888 -2.00904
H -1.11571 -2.54407 -0.37167
H -2.26438 -1.40182 -1.26924
H 0.86370 -1.84379 0.72370
H 1.45953 -0.86302 -0.61544
H 1.44734 1.18143 0.64364
H 2.29451 -0.08017 1.59280
H -0.12974 -0.25221 2.51036
H 0.85948 0.78400 3.08587
H -1.75880 0.81066 -0.94503
H 0.94077 0.70341 -1.97243
H -0.57429 0.70246 -2.88678
H 0.00422 2.19286 -2.09225
*
```

Calculated values
ΔE to the lowest compared entry with this formula, charge and spin: 151.0 kJ/mol
E: -307.1718 Ha
F_max: 1.71 eV/A
HOMO energy: -0.3175 hartree
HOMO-LUMO gap: 9.70 eV

Atomic partial charges in e from the Mulliken method, atoms 1 to 5:
1 C -1.16
2 C 0.78
3 C -0.98
4 C -0.44
5 N -0.61

---

Record 3
Formula: C5H12N2
Source: OMol25
Level of theory: the ωB97M-V functional and the def2-TZVPD basis

```
! wB97M-V def2-TZVPD RIJCOSX def2/J DEFGRID3
* xyz 0 1
C 0.08302 0.30746 -2.70745
C -0.28320 1.19012 -1.52499
C -0.94409 0.25875 -0.33385
C -0.30881 0.63455 1.02286
N 0.94591 -0.10287 1.08319
C 1.28994 -1.09068 1.86656
N 0.41394 -1.79459 2.76399
H 0.56060 0.74249 -3.63533
H 0.76896 -0.50667 -2.42150
H -0.80963 -0.19239 -3.09223
H 0.62370 1.56965 -1.08775
H -1.07359 1.90871 -1.69191
H -0.88943 -0.77873 -0.61515
H -2.04284 0.60462 -0.38974
H -1.04007 0.56719 1.87503
H 0.01807 1.68306 0.89185
H 2.32194 -1.48479 1.69108
H -0.47934 -1.35307 2.78403
H 0.84494 -2.16282 3.52132
*
```

Calculated values
ΔE to the lowest compared entry with this formula, charge and spin: 157.0 kJ/mol
E: -307.1695 Ha
F_max: 5.17 eV/A
HOMO energy: -0.3325 hartree
HOMO-LUMO gap: 10.09 eV

Atomic partial charges in e from the Mulliken method, atoms 1 to 5:
1 C -1.28
2 C -0.31
3 C -0.57
4 C -0.71
5 N -0.38

---

Record 4
Formula: C5H12N2
Source: OMol25
Level of theory: the ωB97M-V functional and the def2-TZVPD basis

```
! wB97M-V def2-TZVPD RIJCOSX def2/J DEFGRID3
* xyz 1 2
C -2.37428 0.85846 -0.19774
C -1.81978 -0.55076 -0.45738
C -0.35351 -0.11283 -0.79527
C 0.72347 -0.57158 -0.13266
N 2.07734 -0.22525 -0.35988
C 3.22214 -0.80666 0.36901
N -1.74383 1.66804 0.88576
H -2.28117 1.41867 -1.11922
H -3.35465 0.85931 0.11881
H -1.79507 -1.31711 0.39777
H -2.23039 -1.10344 -1.37297
H -0.21804 0.57125 -1.71792
H 0.64530 -1.22015 0.67497
H 2.38684 0.33376 -1.05850
H 2.92730 -1.28887 1.34415
H 3.45505 -1.72760 -0.14720
H 3.84126 0.10012 0.68452
H -0.84127 1.22841 1.13120
H -2.26670 1.88623 1.75255
*
```

Calculated values
ΔE to the lowest compared entry with this formula, charge and spin: 243.4 kJ/mol
E: -306.8585 Ha
F_max: 5.95 eV/A
HOMO energy (spin up / spin down): -0.4717 / -0.4710 hartree
HOMO-LUMO gap (spin up / spin down): 9.67 / 5.74 eV

Atomic partial charges in e from the Mulliken method, atoms 1 to 5:
1 C -0.62
2 C -0.23
3 C -0.57
4 C 0.24
5 N -0.09

---

Record 5
Formula: C5H12N2
Source: OMol25
Level of theory: the ωB97M-V functional and the def2-TZVPD basis

```
! wB97M-V def2-TZVPD RIJCOSX def2/J DEFGRID3
* xyz 2 1
C -2.70073 1.26344 -1.38751
N -1.80926 1.12695 -0.44927
C -0.89110 0.03656 -0.30495
C -1.10400 -1.12271 -0.92279
C 0.32622 0.36695 0.57430
C 1.43645 -0.66771 0.35920
N 2.60780 -0.46571 1.33226
H -2.50943 0.76074 -2.33590
H -3.60435 1.80971 -1.14140
H -1.54457 1.98098 0.04674
H -0.44073 -1.95866 -0.79522
H -1.89849 -1.17882 -1.65053
H 0.69516 1.36669 0.32493
H -0.03066 0.24725 1.61029
H 0.98248 -1.59027 0.70685
H 1.81384 -0.76971 -0.65596
H 3.51138 -0.60327 0.87357
H 2.58083 0.49284 1.68061
H 2.57917 -1.09525 2.13479
*
```

Calculated values
ΔE to the lowest compared entry with this formula, charge and spin: 112.3 kJ/mol
E: -306.5281 Ha
F_max: 1.55 eV/A
HOMO energy: -0.6729 hartree
HOMO-LUMO gap: 8.95 eV

Atomic partial charges in e from the Mulliken method, atoms 1 to 5:
1 C -0.24
2 N -0.05
3 C 0.55
4 C -1.09
5 C -0.24

---

Record 6
Formula: C5H12N2
Source: OMol25
Level of theory: the ωB97M-V functional and the def2-TZVPD basis

```
! wB97M-V def2-TZVPD RIJCOSX def2/J DEFGRID3
* xyz 2 1
C 3.13353 0.23468 0.21434
N 2.08396 -0.38356 -0.12547
C 0.80959 -0.26347 0.55842
C 0.68344 -0.24178 1.92864
C -0.24902 -0.31259 -0.57092
C -1.65775 0.09154 -0.08279
N -2.70108 0.33474 -1.07352
H 3.57497 0.44928 1.27812
H 3.84984 0.80945 -0.40578
H 2.18077 -0.91913 -0.94168
H -0.39680 -0.57086 2.16318
H 1.23962 0.60733 2.41697
H 0.02216 0.21571 -1.43890
H -0.25865 -1.34355 -0.85991
H -2.06920 -0.72952 0.43227
H -1.44019 1.06528 0.41639
H -2.28023 0.99269 -1.76741
H -2.95030 -0.66578 -1.59929
H -3.57465 0.62954 -0.54267
*
```

Calculated values
ΔE to the lowest compared entry with this formula, charge and spin: 378.4 kJ/mol
E: -306.4268 Ha
F_max: 5.33 eV/A
HOMO energy: -0.6441 hartree
HOMO-LUMO gap: 8.27 eV

Atomic partial charges in e from the Mulliken method, atoms 1 to 5:
1 C -0.15
2 N 0.02
3 C 0.07
4 C -0.58
5 C -0.64

---

Record 7
Formula: C5H12N2O
Source: OMol25
Level of theory: the ωB97M-V functional and the def2-TZVPD basis

```
! wB97M-V def2-TZVPD RIJCOSX def2/J DEFGRID3
* xyz 0 1
C -2.08952 1.75685 -1.34386
C -1.29628 0.93873 -0.32308
C -1.11932 -0.49850 -0.75436
O -1.65350 -0.94821 -1.75285
N -0.33415 -1.30323 0.02845
C 0.42469 -0.85270 1.19067
C 1.76000 -0.20631 0.80842
N 2.82666 -1.19234 0.71577
H -2.38336 2.70028 -0.90375
H -1.43823 1.93220 -2.19972
H -2.95304 1.19643 -1.67005
H -0.29911 1.35524 -0.13863
H -1.74553 0.98409 0.67399
H -0.44531 -2.29029 -0.13618
H -0.17150 -0.21660 1.82991
H 0.68242 -1.74782 1.75447
H 2.02342 0.49223 1.57754
H 1.65009 0.38998 -0.10504
H 2.82425 -1.67438 -0.17030
H 3.73731 -0.81566 0.91860
*
```

Calculated values
ΔE to the lowest compared entry with this formula, charge and spin: 75.4 kJ/mol
E: -382.4738 Ha
F_max: 0.95 eV/A
HOMO energy: -0.3414 hartree
HOMO-LUMO gap: 10.18 eV

Atomic partial charges in e from the Mulliken method, atoms 1 to 5:
1 C -1.28
2 C -0.32
3 C 0.52
4 O -0.66
5 N -0.14

---

Record 8
Formula: C5H12N2O
Source: OMol25
Level of theory: the ωB97M-V functional and the def2-TZVPD basis

```
! wB97M-V def2-TZVPD RIJCOSX def2/J DEFGRID3
* xyz 0 1
C -0.66281 0.27959 -1.85400
C 0.50764 0.43989 -0.90667
C 1.32062 -0.76973 -0.43917
C 1.34480 -0.14812 0.95490
N 0.24390 0.82263 0.55954
O 0.43948 2.07536 0.85074
C -1.10970 0.39878 1.10667
N -1.46163 -0.97591 1.14296
H -1.29824 -0.57336 -1.60983
H -0.27177 0.13648 -2.86115
H -1.26817 1.19246 -1.84636
H 1.15720 1.23913 -1.26725
H 2.28695 -0.90635 -0.91733
H 0.76282 -1.70494 -0.48678
H 1.10978 -0.77317 1.81281
H 2.23664 0.44038 1.16104
H -1.10356 0.80119 2.12035
H -1.84012 0.95909 0.52129
H -0.85985 -1.53663 1.72991
H -1.53397 -1.39676 0.22832
*
```

Calculated values
ΔE to the lowest compared entry with this formula, charge and spin: 384.5 kJ/mol
E: -382.3561 Ha
F_max: 1.45 eV/A
HOMO energy: -0.3006 hartree
HOMO-LUMO gap: 8.98 eV

Atomic partial charges in e from the Mulliken method, atoms 1 to 5:
1 C -1.39
2 C -0.13
3 C -0.27
4 C -0.80
5 N 0.89

---

Record 9
Formula: C5H12N2O
Source: OMol25
Level of theory: the ωB97M-V functional and the def2-TZVPD basis

```
! wB97M-V def2-TZVPD RIJCOSX def2/J DEFGRID3
* xyz 0 1
C -0.72629 -0.34945 0.48111
C -0.57898 1.94619 0.55892
C 0.40739 2.22204 1.66258
N -0.62050 -2.21987 -0.21022
C 0.03197 0.25219 -0.48064
N -0.89062 -2.56949 -1.52630
C 0.98546 0.39942 -1.35499
O 0.65720 -2.79092 0.23581
H 1.32270 -2.45139 -0.38857
H -1.06759 -3.57306 -1.60563
H -0.13056 -2.33698 -2.17619
H -0.24117 -0.63718 1.40844
H -1.80760 -0.27676 0.47200
H -0.47478 2.60383 -0.30290
H -1.62133 1.97211 0.87178
H 1.37730 1.37310 -1.62658
H 1.37895 -0.45705 -1.89547
H 0.30010 3.24082 2.05474
H 1.43953 2.11570 1.31950
H 0.25883 1.53673 2.50263
*
```

Calculated values
ΔE to the lowest compared entry with this formula, charge and spin: 860.6 kJ/mol
E: -382.1747 Ha
F_max: 5.81 eV/A
HOMO energy (spin up / spin down): -0.2601 / -0.2602 hartree
HOMO-LUMO gap (spin up / spin down): 7.86 / 7.87 eV

Atomic partial charges in e from the Mulliken method, atoms 1 to 5:
1 C -0.31
2 C -0.76
3 C -0.92
4 N -0.38
5 C 0.64

---

Record 10
Formula: C5H12N2O
Source: OMol25
Level of theory: the ωB97M-V functional and the def2-TZVPD basis

```
! wB97M-V def2-TZVPD RIJCOSX def2/J DEFGRID3
* xyz 0 1
C -2.46448 -0.45322 -1.23463
C -1.75271 -0.47944 0.06417
N -1.86533 -1.86778 0.70411
C -0.23373 -0.28263 0.20305
N 0.27707 0.84510 1.00561
C 1.71398 0.82879 0.85774
C 1.95271 1.00682 -0.62524
O 3.11691 0.72610 -0.96229
H -3.45664 -1.05753 -1.18641
H -2.00797 -0.93738 -2.19235
H -2.82168 0.55102 -1.61742
H -2.23237 0.28773 0.61953
H -1.51819 -1.90156 1.58280
H -2.76760 -2.35111 0.58810
H 0.17514 -0.45153 -0.90558
H 0.09918 -1.20387 0.80310
H -0.19661 1.66264 0.87507
H 2.09852 1.71597 1.40762
H 2.32822 0.04753 1.50825
H 1.18788 1.26618 -1.34289
*
```

Calculated values
ΔE to the lowest compared entry with this formula, charge and spin: 395.3 kJ/mol
E: -382.3520 Ha
F_max: 6.49 eV/A
HOMO energy: -0.3234 hartree
HOMO-LUMO gap: 9.65 eV

Atomic partial charges in e from the Mulliken method, atoms 1 to 5:
1 C -1.30
2 C 0.76
3 N -0.68
4 C -0.58
5 N -0.34

---

Record 11
Formula: C5H12N2O
Source: OMol25
Level of theory: the ωB97M-V functional and the def2-TZVPD basis

```
! wB97M-V def2-TZVPD RIJCOSX def2/J DEFGRID3
* xyz 0 1
C -1.49716 -1.01222 -0.38935
C -0.01831 -1.25546 -0.24126
C 0.38310 -2.70290 -0.30882
N 0.97472 -0.44692 -0.21610
N 0.76969 0.88891 0.01523
C 1.49304 1.42183 1.14044
C -0.22545 1.72632 -0.58858
O -1.29214 2.09036 0.27087
H -1.77167 -0.93146 -1.44821
H -2.06473 -1.85190 0.02735
H -1.83039 -0.12014 0.14544
H 0.25895 -3.07642 -1.33438
H 1.44604 -2.81182 -0.04729
H -0.23887 -3.32420 0.36163
H 2.04146 2.31064 0.83511
H 0.82616 1.68357 1.96411
H 2.20691 0.67212 1.47649
H 0.29379 2.62091 -0.95050
H -0.67191 1.19931 -1.43449
H -1.08322 2.91946 0.72233
*
```

Calculated values
ΔE to the lowest compared entry with this formula, charge and spin: 288.2 kJ/mol
E: -382.3928 Ha
F_max: 1.73 eV/A
HOMO energy: -0.2840 hartree
HOMO-LUMO gap: 8.56 eV

Atomic partial charges in e from the Mulliken method, atoms 1 to 5:
1 C -1.32
2 C 1.03
3 C -1.12
4 N -0.76
5 N 0.50

---

Record 12
Formula: C5H12N2O
Source: OMol25
Level of theory: the ωB97M-V functional and the def2-TZVPD basis

```
! wB97M-V def2-TZVPD RIJCOSX def2/J DEFGRID3
* xyz 0 1
C -0.32410 -2.52263 0.10668
C 0.05880 -1.25328 0.16360
C -0.94616 -0.13317 0.25746
N -0.56351 0.97134 -0.67815
C -1.38938 2.18383 -0.57796
C 1.51237 -0.78193 0.01964
N 1.76657 0.10793 1.20227
O 1.64932 -0.05757 -1.12219
H 0.40751 -3.31995 0.08473
H -1.36431 -2.81995 0.17739
H -1.96249 -0.46150 0.02152
H -0.93783 0.30139 1.25939
H -0.52976 0.56872 -1.62105
H 0.60051 1.02453 -0.63177
H -1.04193 2.91576 -1.30494
H -1.30064 2.59093 0.42847
H -2.43699 1.95019 -0.77657
H 2.17538 -1.66893 0.05888
H 2.16996 -0.40452 1.98488
H 2.45669 0.80880 0.94774
*
```

Calculated values
ΔE to the lowest compared entry with this formula, charge and spin: 312.1 kJ/mol
E: -382.3837 Ha
F_max: 1.03 eV/A
HOMO energy: -0.2883 hartree
HOMO-LUMO gap: 8.48 eV

Atomic partial charges in e from the Mulliken method, atoms 1 to 5:
1 C -1.08
2 C 0.56
3 C -0.79
4 N -0.28
5 C -0.85